No. 1
Formula: C12H33AlNO3S
Source: the Open Molecules 2025 dataset
Level of theory: the ωB97M-V functional and the def2-TZVPD basis

```
51
Properties=species:S:1:pos:R:3:forces:R:3
C 9.785448 -0.418625 -0.020744 -0.12 0.13 -0.01
O 8.546758 -0.167066 -0.645693 -0.06 -0.17 0.13
C 7.614141 0.481723 0.211606 -0.21 0.01 -0.36
C 6.255605 0.609776 -0.449958 -0.11 0.10 0.44
C 5.235391 1.201036 0.541063 0.32 0.02 -0.42
C 3.789574 1.047095 0.050804 0.26 -0.53 0.27
C 3.262099 -0.404244 0.186774 -0.37 0.45 -0.16
Al 1.272919 -0.504194 0.607343 0.28 0.11 0.23
N 0.676871 1.087825 1.408570 0.22 -0.49 -0.33
S 0.135601 -0.781957 -1.391742 -0.13 0.02 -0.17
H 10.522215 0.334008 -0.320809 0.09 -0.04 0.02
H 9.702321 -0.394372 1.070496 -0.04 -0.01 0.01
H 10.134542 -1.413078 -0.302765 0.05 0.05 -0.12
H 7.987473 1.482616 0.467753 0.05 -0.03 0.18
H 7.489361 -0.109352 1.126469 0.14 0.06 0.10
H 6.317326 1.267242 -1.319720 0.04 -0.11 -0.12
H 5.905326 -0.372913 -0.770202 0.07 -0.02 -0.07
H 5.509195 2.250900 0.712493 -0.15 0.02 0.00
H 5.346752 0.692031 1.503698 -0.09 -0.01 0.06
H 3.751119 1.331096 -1.004668 -0.13 0.24 0.01
H 3.149122 1.726975 0.614998 -0.04 0.09 -0.10
H 3.805248 -0.921109 0.987437 -0.03 -0.02 0.07
H 3.455461 -0.970267 -0.731024 0.07 -0.05 0.03
H 1.039619 -1.823626 1.532043 -0.15 -0.09 0.03
H -0.306408 1.276708 1.253716 -0.02 0.12 0.14
H 0.861267 1.137310 2.403492 -0.14 0.09 0.06
H -0.933830 -1.466835 -0.954583 0.11 0.03 0.10
C -5.032459 0.605913 1.382991 -0.09 0.08 -0.09
C -3.538254 0.388754 1.195746 -0.10 -0.09 0.17
C -3.053722 -0.852871 1.926343 0.14 0.00 -0.05
O -2.807854 1.541586 1.610933 -0.08 0.06 -0.13
H -5.271427 0.757565 2.440512 0.04 -0.05 0.02
H -5.358620 1.496850 0.841851 0.02 -0.01 -0.01
H -5.600102 -0.252490 1.019324 0.01 0.00 0.01
H -3.321436 0.284967 0.131325 0.08 0.04 -0.01
H -3.211022 -0.746504 3.004690 -0.06 0.00 0.00
H -1.987842 -1.004828 1.758575 0.05 0.01 -0.02
H -3.590720 -1.740836 1.587424 -0.02 0.01 0.01
H -2.936174 1.643959 2.559398 0.06 -0.03 0.04
C -8.321784 -0.951813 -2.412843 -0.07 0.01 0.07
C -7.065783 -0.545524 -1.656291 0.07 -0.12 -0.24
C -5.970099 -0.056058 -2.589906 0.06 0.02 0.08
O -6.595219 -1.635472 -0.863956 -0.10 0.07 0.10
H -8.101251 -1.774941 -3.098442 0.03 0.03 -0.04
H -9.092265 -1.293109 -1.720611 0.01 0.02 0.01
H -8.719580 -0.119514 -2.995883 0.01 0.00 -0.01
H -7.310048 0.244317 -0.944099 0.01 -0.04 0.08
H -5.678865 -0.849717 -3.283710 -0.04 0.00 -0.03
H -5.083562 0.228831 -2.023318 -0.02 0.01 0.01
H -6.301354 0.804214 -3.173798 -0.01 -0.01 -0.01
H -6.361074 -2.351984 -1.463103 0.07 -0.02 0.01
```
Forces are in eV/Å.

Computed properties:
Total energy = -38046.955 eV
Energy relative to the best compared isomer or geometry (same formula, charge and spin) = 0.0 kJ/mol
Net charge = -1
Highest occupied orbital energy = -0.160 Eh
Orbital gap = 0.252 Ha


No. 2
Formula: C4H7N3O4
Source: the Open Molecules 2025 dataset
Level of theory: the ωB97M-V functional and the def2-TZVPD basis

```
18
Properties=species:S:1:pos:R:3:forces:R:3
C -0.355548 -0.066264 1.560389 -1.36 0.77 -2.19
N 0.399918 -0.670937 0.513065 2.31 -0.76 -2.83
C 0.475774 -0.182094 -0.767425 0.53 -1.88 0.71
N -0.328359 0.873034 -1.124552 2.34 -1.67 -0.77
C 1.357494 -0.827660 -1.751895 -3.10 3.50 -0.94
N 2.324370 -1.692710 -1.458829 1.13 -0.53 1.10
O 3.136444 -1.949042 -2.345898 -0.06 -0.71 0.69
O 2.411277 -2.172252 -0.241105 0.07 0.59 -1.67
H -0.561376 0.983676 1.261052 0.88 -0.08 1.23
H 0.128599 -0.308606 2.450653 0.65 0.51 1.70
H -1.370188 -0.443112 1.593990 -0.32 -0.69 0.14
H 1.259096 -1.368611 0.622664 -1.78 1.02 -0.09
H -0.230973 1.156851 -2.103486 -0.79 0.13 0.95
H -1.066238 1.021943 -0.487874 -1.07 0.76 -0.27
H 1.277128 -0.429812 -2.839969 0.49 -0.98 2.21
O 4.425138 0.315707 -0.409534 1.12 -0.09 -0.97
C 3.733712 0.481593 0.489912 2.04 -0.73 -3.07
O 3.009116 0.643378 1.326805 -3.09 0.85 4.07
```
Forces are in eV/Å.

Computed properties:
Total energy = -16918.872 eV
SMILES = CN/C(N)=C\[N+](=O)[O-].O=C=O
Energy relative to the best compared isomer or geometry (same formula, charge and spin) = 383.2 kJ/mol
Net charge = 0
Highest occupied orbital energy = -0.316 Eh
Orbital gap = 0.328 Ha


No. 3
Formula: C33H83N4O5
Source: the Open Molecules 2025 dataset
Level of theory: the ωB97M-V functional and the def2-TZVPD basis

```
125
Properties=species:S:1:pos:R:3:forces:R:3
C 1.003250 18.267240 12.612140 0.52 1.24 2.58
O 1.657460 19.073040 13.592130 0.02 -0.14 -1.56
H 1.536060 18.071830 11.681540 0.46 -0.17 -0.39
H 0.742640 17.332120 13.107860 0.00 -0.77 -0.40
H 0.033180 18.683130 12.339910 -0.52 0.30 -0.34
C 1.930490 16.803660 16.095980 -1.27 -0.18 1.20
C 0.377390 16.957420 16.229610 -0.13 -0.50 -2.16
N -0.435620 15.626580 16.069510 0.30 -1.23 0.00
C -0.215650 15.004890 14.633260 -0.66 0.57 2.19
C 0.157770 14.579780 17.092090 0.38 1.06 -0.50
C -0.575420 13.256720 17.217470 -0.79 0.23 -0.22
C -1.937440 15.882760 16.413580 0.56 0.37 0.39
C -2.613940 17.136630 15.824330 0.76 -0.46 0.44
O -2.556240 17.203520 14.429600 0.81 0.42 -0.82
C -3.294600 16.203540 13.720630 -0.38 0.70 1.46
H 2.303080 16.209430 16.930340 0.22 -0.16 -0.16
H 2.412850 17.771230 16.234750 -0.34 0.20 -0.25
H 2.228350 16.393090 15.131200 -0.11 0.07 0.07
H 0.051110 17.526210 15.358910 0.06 0.13 -0.20
H -0.072100 17.516880 17.050010 0.62 -0.31 0.77
H -0.531960 15.790180 13.946710 0.27 -0.42 -0.19
H -0.820910 14.098460 14.621390 -0.24 0.28 -0.31
H 0.819690 14.666440 14.592970 -0.04 0.53 -0.28
H 0.282100 15.122910 18.028920 -0.67 -0.01 0.22
H 1.200220 14.521500 16.779060 -0.20 -0.63 -0.30
H -0.688120 12.701030 16.286550 0.40 0.05 -0.09
H -1.602270 13.420470 17.544350 0.00 0.10 0.21
H -0.142290 12.582300 17.956150 0.33 0.28 -0.06
H -1.902180 15.976600 17.498960 -0.12 0.33 0.13
H -2.606740 15.038040 16.250540 0.77 -0.45 -0.44
H -2.170300 18.036300 16.250810 0.28 0.11 -0.36
H -3.626250 17.159300 16.227850 -0.39 -0.31 -0.14
H -3.032050 15.227460 14.128600 -0.13 -0.25 -0.47
H -3.124050 16.280850 12.646830 0.18 0.05 0.24
H -4.325880 16.442870 13.980000 -0.41 -0.55 -0.48
C 5.823390 18.307460 14.660710 0.79 -0.99 -0.63
C 5.189280 19.450810 13.888180 0.77 1.12 0.28
N 5.467580 19.608400 12.368590 -0.41 -2.06 -0.41
C 6.924560 19.804090 11.910690 -0.50 0.55 1.15
C 5.142810 18.175580 11.756370 0.65 1.68 -0.12
C 4.998730 18.182500 10.210890 -1.07 -0.83 1.35
C 4.444350 20.650950 11.821810 1.52 -0.29 1.00
C 4.513670 21.990860 12.599800 0.85 -0.15 -0.20
O 5.854700 22.521780 12.734100 -1.71 -2.28 -1.07
C 5.831870 23.816970 13.193320 0.83 1.15 0.05
H 6.912240 18.268990 14.693030 0.21 0.57 -0.37
H 5.574660 17.328650 14.250630 -0.43 -0.01 0.18
H 5.586090 18.292950 15.724460 -0.63 0.33 -0.14
H 5.533060 20.385020 14.332200 0.10 0.08 -0.12
H 4.104400 19.441090 13.993210 -0.28 -0.29 -0.32
H 6.981120 19.591390 10.843140 -0.05 0.35 0.24
H 7.558400 19.093340 12.440960 -0.28 -0.16 0.02
H 7.275030 20.796340 12.194780 -0.27 -0.01 -0.36
H 4.222950 17.858600 12.247790 -0.16 0.04 -0.25
H 5.954270 17.548960 12.126490 -0.02 0.09 -0.23
H 5.033430 17.116400 9.986570 -0.13 0.01 -0.40
H 5.671490 18.685990 9.516630 0.18 0.16 0.60
H 3.968000 18.513160 10.082930 0.06 0.02 -0.72
H 3.466930 20.196720 11.984340 -0.22 -0.04 0.20
H 4.646670 20.708910 10.752320 0.11 0.42 0.14
H 4.085020 21.916370 13.599200 -0.11 -0.40 0.09
H 3.878890 22.711680 12.084450 -0.01 0.11 -0.35
H 5.662610 23.881210 14.268180 0.01 0.01 0.23
H 5.089000 24.431260 12.684510 -0.11 0.09 -0.14
H 6.826440 24.174510 12.926670 -0.10 0.52 0.41
C -3.350140 19.506500 10.366350 0.40 1.87 0.61
C -1.809240 19.716260 10.273340 0.42 -0.64 -0.89
N -1.199800 21.109550 10.666490 -0.91 1.30 1.35
C -1.902180 22.145790 9.795800 0.63 -0.71 -0.08
C -1.620450 21.440880 12.130170 -0.04 0.50 -0.03
C -1.200370 22.813900 12.708180 0.37 0.01 -0.86
C 0.304990 21.418960 10.548760 0.65 0.00 -0.45
C 1.031880 20.668240 9.466090 -1.50 -0.95 -0.19
O 0.322170 20.880380 8.234840 0.04 0.78 2.46
C 0.666660 19.984720 7.263080 0.76 -0.43 -2.02
H -3.757140 18.551320 10.034550 0.80 -0.11 -0.19
H -3.824320 20.286670 9.770880 -0.31 -0.22 -0.03
H -3.685140 19.641260 11.394800 -0.07 -0.10 0.03
H -1.530510 19.666390 9.220760 0.11 -0.28 0.08
H -1.338900 18.894590 10.813480 0.46 0.51 0.17
H -2.954890 22.101070 10.074900 0.21 0.53 -0.30
H -1.697970 21.866840 8.762070 -0.37 -0.06 0.07
H -1.383730 23.092900 9.945140 -0.68 0.03 0.25
H -1.212280 20.671760 12.785880 -0.02 -0.26 -0.24
H -2.709130 21.396100 12.100610 0.13 -0.18 0.19
H -0.116510 22.925800 12.736790 0.06 -0.23 0.35
H -1.605250 22.944360 13.711750 0.06 -0.34 0.00
H -1.527150 23.691890 12.151010 -0.39 -0.21 -0.23
H 0.842370 21.304170 11.490110 -0.43 -0.61 0.25
H 0.430240 22.472520 10.298880 -0.63 0.10 0.14
H 0.970610 19.620600 9.760710 0.12 -0.46 -0.32
H 2.094310 20.908590 9.426500 0.04 0.43 -0.16
H 0.044800 20.200890 6.394370 0.00 -0.11 0.00
H 0.565520 18.927060 7.506410 -0.18 -0.09 0.43
H 1.699530 20.170860 6.968730 0.26 -0.24 -0.22
C -0.372680 20.804360 16.113020 0.62 -0.91 -0.36
C 0.352850 22.065520 16.508070 -0.09 0.54 -0.47
N 1.703110 21.985910 17.258880 1.68 -0.98 -0.38
C 1.603810 20.917730 18.384340 -1.53 1.01 -0.66
C 2.844210 21.470770 16.260520 -0.05 0.83 0.11
C 4.280450 21.486460 16.851640 -1.12 -0.46 0.57
C 2.090950 23.381470 17.844550 -0.97 0.84 -1.13
C 2.671510 24.387290 16.803390 1.01 -0.43 -0.82
O 1.780290 24.645230 15.717960 -0.46 -0.79 0.74
C 2.224040 25.444450 14.644480 -0.29 -0.22 -0.46
H -1.245850 21.072610 15.518280 -0.12 0.36 0.09
H -0.727990 20.132500 16.894340 0.11 0.18 0.32
H 0.255920 20.240920 15.423460 0.12 -0.40 -0.08
H -0.350850 22.714750 17.029020 0.53 0.12 0.52
H 0.569220 22.549780 15.555820 0.30 0.33 0.29
H 2.507010 20.657630 18.936310 0.09 0.64 -0.15
H 1.195300 20.002210 17.956490 0.20 -0.09 -0.25
H 0.787800 21.335460 18.974020 0.28 -0.26 0.72
H 2.733730 22.072780 15.358590 0.03 0.29 0.15
H 2.630960 20.458280 15.917750 -0.63 -0.08 0.48
H 4.827200 20.615640 16.489900 0.04 0.21 -0.28
H 4.167950 21.255820 17.911000 0.30 0.18 0.16
H 4.875310 22.394940 16.757240 -0.23 -0.07 -0.19
H 2.684210 23.274940 18.752730 0.42 -0.26 -0.48
H 1.189160 23.891120 18.183850 -0.44 -0.61 0.07
H 3.610290 23.988740 16.418730 0.08 -0.27 -0.35
H 3.019910 25.334830 17.214360 -0.52 0.06 0.82
H 3.082610 25.032320 14.114300 0.66 0.06 0.49
H 2.336070 26.497390 14.903070 0.31 -0.03 0.15
H 1.465620 25.379980 13.864260 -0.42 0.13 0.28
```
Forces are in eV/Å.

Computed properties:
Total energy = -51740.128 eV
Energy relative to the best compared isomer or geometry (same formula, charge and spin) = 0.0 kJ/mol
Net charge = +2
Highest occupied orbital energy (spin up / spin down) = -0.212 / -0.413 Eh
Orbital gap (spin up / spin down) = 0.074 / 0.273 Ha
Multiplicity = 2


No. 4
Formula: C20H14Cl2N5O6SV
Source: the Open Molecules 2025 dataset
Level of theory: the ωB97M-V functional and the def2-TZVPD basis

```
49
Properties=species:S:1:pos:R:3:forces:R:3
V -0.392378 0.017514 0.351342 0.31 -0.64 -1.49
N -4.266824 0.265022 -6.466630 -0.10 -0.04 0.02
C -3.421533 0.621565 -5.445658 -0.02 0.04 0.14
C -3.381734 1.945591 -4.988549 -0.03 -0.07 -0.04
C -2.549367 2.298834 -3.947382 0.10 0.08 0.05
C -1.747481 1.333745 -3.357571 0.17 0.10 0.30
C -1.795427 0.008944 -3.773175 0.06 -0.04 -0.07
C -2.630470 -0.346744 -4.809884 -0.04 0.05 -0.03
S -0.681192 1.758993 -2.031662 -0.25 0.27 -0.12
O -0.479760 3.176019 -1.963131 -0.22 0.00 -0.11
O 0.484095 0.900401 -2.084172 -0.19 -0.21 -0.12
N -1.410104 1.196278 -0.685446 -0.54 1.40 -1.73
C -2.082825 1.701968 0.365013 -0.67 0.58 0.81
N -1.744949 0.909471 1.424272 -1.11 0.94 0.56
C -2.415765 1.031359 2.555012 -0.08 0.24 0.02
C -3.355355 2.039652 2.686772 0.01 -0.10 0.04
C -3.523543 2.888935 1.601510 0.00 -0.04 -0.02
N -2.910671 2.726397 0.430850 0.05 0.00 -0.32
H -4.666324 0.987881 -7.036458 0.03 0.01 -0.03
H -4.136412 -0.624028 -6.913164 0.03 0.00 -0.03
H -4.019315 2.687178 -5.453690 0.04 0.02 -0.01
H -2.494781 3.317498 -3.585497 -0.05 0.01 -0.05
H -1.157010 -0.723150 -3.294363 -0.03 -0.03 -0.03
H -2.687094 -1.376339 -5.140941 0.06 -0.01 0.00
H -2.191679 0.324387 3.343608 0.06 0.06 0.03
H -3.924166 2.154074 3.596232 0.01 0.06 0.00
H -4.190405 3.742050 1.654165 -0.05 -0.04 0.08
O 0.376381 -2.716874 -0.659545 -0.15 -0.22 -0.10
C -0.782121 -2.678130 -0.321207 0.22 -0.14 -0.16
N -1.424061 -1.509095 0.088213 -1.19 -1.50 -0.36
C -2.788953 -1.745271 0.242210 -0.20 0.07 -0.01
O -3.635015 -0.911762 0.479328 0.07 -0.15 0.01
C -3.012063 -3.208605 0.036686 0.28 -0.20 -0.01
C -4.155650 -3.967599 0.163426 -0.06 0.05 0.00
C -4.038012 -5.341231 -0.029755 -0.10 0.07 0.02
C -2.813971 -5.917202 -0.346761 0.10 -0.04 -0.01
C -1.665761 -5.141577 -0.483178 0.09 -0.05 -0.05
C -1.787934 -3.782846 -0.284320 -0.29 0.05 0.10
H -5.100910 -3.503732 0.412722 -0.01 -0.02 0.01
H -4.909547 -5.974230 0.075992 0.00 0.01 -0.01
H -2.753612 -6.989381 -0.481703 0.01 0.00 -0.01
H -0.710375 -5.588419 -0.724521 0.01 0.02 -0.01
Cl 0.947305 1.369096 3.410772 0.21 0.17 0.19
C 2.007679 1.227957 1.991715 -0.22 -0.61 0.15
Cl 1.224823 2.022885 0.595943 0.58 0.54 0.32
C 2.100923 -0.291424 1.625894 0.47 0.68 0.51
O 3.132852 -0.888601 1.752141 -0.20 0.00 -0.02
O 0.939229 -0.711852 1.239192 2.83 -1.40 1.80
H 2.957880 1.687441 2.230434 0.04 0.04 -0.23
```
Forces are in eV/Å.

Computed properties:
Total energy = -102272.676 eV
Energy relative to the best compared isomer or geometry (same formula, charge and spin) = 94.0 kJ/mol
Net charge = 0
Highest occupied orbital energy (spin up / spin down) = -0.312 / -0.314 Eh
Orbital gap (spin up / spin down) = 0.307 / 0.303 Ha
Multiplicity = 3